C3H7BO2 | wB97M-V/def2-TZVPD

Last columns: bonded neighbours and bond lengths (Å).
Atoms and positions in Å:
1 B 0.11066 -0.70473 -1.36568  C3 1.511, O5 1.285
2 C 1.58175 1.36568 -1.20758  C3 1.333, H7 0.986, H8 1.012
3 C 1.30466 0.09812 -0.90262  B1 1.511, C2 1.333, H9 1.083
4 C -1.44821 -0.51665 1.41882  O6 1.338, H10 1.042, H11 1.075, H12 1.175
5 O -0.48194 -1.32336 -2.32392  B1 1.285, H13 0.963
6 O -1.61594 -0.97486 0.17251  C4 1.338
7 H 2.38875 1.84213 -0.89959  C2 0.986
8 H 0.90727 1.92566 -1.71373  C2 1.012
9 H 1.98464 -0.30615 -0.16284  C3 1.083
10 H -0.44686 -0.45949 1.70265  C4 1.042
11 H -1.95360 -1.28722 1.97248  C4 1.075
12 H -1.96453 0.50623 1.67859  C4 1.175
13 H -1.42360 -1.49336 -2.21390  O5 0.963

LUMO level (alpha / beta): -0.0036 / -0.0036 Eh
ΔE to the lowest compared entry with this formula, charge and spin: 440.5 kJ/mol